Record 1
# C2H9N2O2

A cluster of 2 separate species, C2H9N2O2 in total (wB97M-V/def2-TZVPD, the OMol25 dataset).

## Properties
HOMO-LUMO gap (alpha / beta) = 8.3363 / 2.8738 eV
expectation value of S² = 0.756
ΔE to the lowest compared entry with this formula, charge and spin = 32.53 kcal/mol

```
! RIJCOSX wB97M-V def2-TZVPD def2/J DEFGRID3
* xyz 2 2
O 0.0396 -0.0572 -1.7436
O -2.7147 -1.9460 1.0985
N 2.0823 -0.5057 -0.0894
N -0.8063 1.7882 -0.7101
C 0.0068 0.7906 -0.8533
C 1.0826 0.5526 0.3779
H 2.1654 -1.2933 0.5883
H -3.4759 -2.1368 1.6748
H -0.6949 2.6362 -0.1626
H 1.6964 -1.0005 -0.9049
H 3.0514 -0.1654 -0.0692
H -1.6733 1.8452 -1.2661
H -2.8711 -2.4510 0.3032
H 1.6151 1.5210 0.4629
H 0.4967 0.4222 1.2935
*
```

Atom charges from the Löwdin analysis, given in e for atoms 1 to 4: O 0.39; O -0.08; N 0.24; N 0.30

Record 2
# C2H9N2O2P

A cluster of 2 separate species, C2H9N2O2P in total (wB97M-V/def2-TZVPD, the OMol25 dataset).

## Properties
HOMO-LUMO gap (alpha / beta) = 6.9914 / 6.9923 eV
ΔE to the lowest compared entry with this formula, charge and spin = 86.84 kcal/mol

```
! RIJCOSX wB97M-V def2-TZVPD def2/J DEFGRID3
* xyz 0 1
P 2.4041 -0.4339 -0.4719
O 2.5215 0.5435 0.6735
O 3.3732 0.4027 -1.5263
N 0.0215 1.3918 0.9976
N -0.4810 0.6772 -0.1580
C -1.4377 -0.3453 0.3842
C -1.7659 -1.3833 -0.6297
H -2.8162 -1.5990 -0.6210
H -0.0160 2.3345 0.8230
H -1.2059 -2.3145 -0.3794
H 1.1241 1.0668 1.1539
H 3.6182 0.0545 -2.4137
H -1.3951 -1.1056 -1.5694
H -1.1698 -0.7528 1.3673
H -0.3918 1.1659 1.9172
H -2.3833 0.2976 0.4529
*
```

Atom charges from the Löwdin analysis, given in e for atoms 1 to 4: P 0.83; O -0.52; O -0.34; N -0.01

Record 3
# C2H9N2OP

A structure of composition C2H9N2OP (wB97M-V/def2-TZVPD, the OMol25 dataset).

## Properties
HOMO-LUMO gap = 9.0008 eV
ΔE to the lowest compared entry with this formula, charge and spin = 43.92 kcal/mol

```
! RIJCOSX wB97M-V def2-TZVPD def2/J DEFGRID3
* xyz 0 1
P 1.9319 -0.6154 -0.4856
O 2.6104 -0.7904 1.0263
N 0.0389 -0.8299 0.7980
N 1.6174 1.0373 -0.5520
C -0.8923 0.1192 0.4211
C -1.8773 -0.2536 -0.7660
H -0.3257 0.9528 -0.0261
H -2.4716 0.6274 -0.8329
H 1.8766 -0.6392 1.5916
H 1.4407 1.5431 -1.3984
H -0.3522 -1.7549 0.6386
H 1.7911 1.6272 0.2382
H -1.4712 -0.4656 -1.6628
H -1.3673 0.4787 1.3664
H -2.5495 -1.0368 -0.3566
*
```

Atom charges from the Löwdin analysis, given in e for atoms 1 to 4: P 0.89; O -0.37; N -0.16; N -0.24

Record 4
# C2H9N2S

A cluster of 2 separate species, C2H9N2S in total (wB97M-V/def2-TZVPD, the OMol25 dataset).

## Properties
HOMO-LUMO gap = 6.2272 eV
ΔE to the lowest compared entry with this formula, charge and spin = 22.12 kcal/mol

```
! RIJCOSX wB97M-V def2-TZVPD def2/J DEFGRID3
* xyz -1 1
S -0.2303 -2.5430 1.4495
N -0.8103 0.8063 0.2348
N -0.8336 1.1409 -2.1827
C -0.3634 1.6333 -0.8213
C 1.4584 -1.9081 1.7731
H -0.4525 -0.1429 0.1103
H -0.5405 0.1752 -2.3156
H -1.8048 0.6894 0.3720
H 1.4236 -0.8506 2.0534
H 2.0122 -2.0824 0.8480
H 2.0950 -2.3782 2.5400
H -0.8262 2.6163 -0.9743
H 0.7156 1.7487 -0.8969
H -1.8432 1.0950 -2.1903
*
```

Atom charges from the Löwdin analysis, given in e for atoms 1 to 4: S -0.04; N 0.00; N -0.05; C -0.37

no.,largest force on an atom (eV Å⁻¹)
1,3.13
2,4.64
3,5.95
4,3.43